Record 1
ORCA calculation (ωB97M-V/def2-TZVPD) on a 3-piece molecular cluster, C19H43ClIN5O4P overall in a non-equilibrium geometry.

Atoms and positions in Å:
C: 3.810 -0.973 0.703
C: 2.663 -0.616 -0.271
N: 2.647 0.732 -0.845
C: 2.543 1.809 0.121
C: 1.101 2.212 0.393
N: 0.170 1.067 0.555
C: -0.752 1.384 1.546
N: -0.735 1.019 2.764
N: -1.814 2.132 0.991
C: -2.089 1.338 -0.196
Cl: -3.245 0.056 0.347
P: -2.889 2.445 -1.504
O: -4.452 2.256 -1.191
I: -2.558 1.184 -3.567
C: -0.691 0.766 -0.595
C: -0.679 -0.675 -1.084
N: -0.630 -1.660 0.014
C: -1.572 -2.766 -0.246
C: 3.692 0.946 -1.826
C: 5.130 1.117 -1.389
O: 3.390 0.991 -3.019
H: 3.390 -1.291 1.655
H: 4.412 -1.796 0.343
H: 4.446 -0.130 0.940
H: 2.718 -1.298 -1.117
H: 1.726 -0.821 0.218
H: 3.062 1.623 1.065
H: 3.008 2.694 -0.309
H: 0.736 2.884 -0.383
H: 1.094 2.799 1.316
H: 0.055 0.577 3.209
H: -1.590 1.116 3.295
H: -1.575 3.095 0.781
H: -4.768 1.354 -1.323
H: -0.301 1.373 -1.414
H: -1.603 -0.823 -1.630
H: 0.142 -0.801 -1.783
H: 0.284 -2.087 -0.036
H: -2.566 -2.482 0.069
H: -1.564 -3.058 -1.295
H: -1.301 -3.649 0.322
H: 5.208 1.406 -0.348
H: 5.660 0.187 -1.557
H: 5.578 1.888 -2.002
C: -1.884 5.524 3.903
C: -0.939 4.369 3.626
O: 0.409 4.750 3.441
C: 1.028 5.400 4.545
C: 1.091 4.548 5.800
H: -1.771 6.297 3.143
H: -2.917 5.177 3.900
H: -1.689 5.979 4.873
H: -1.226 3.888 2.691
H: -1.018 3.610 4.416
H: 0.536 6.355 4.748
H: 2.038 5.632 4.208
H: 0.101 4.371 6.225
H: 1.690 5.047 6.560
H: 1.542 3.578 5.584
C: -0.981 -7.769 -3.431
C: -2.134 -6.894 -2.974
O: -1.809 -5.517 -2.885
C: -1.414 -4.893 -4.092
C: -2.489 -4.892 -5.165
H: -0.098 -7.589 -2.817
H: -1.254 -8.821 -3.349
H: -0.710 -7.578 -4.470
H: -2.433 -7.182 -1.966
H: -3.008 -7.040 -3.617
H: -0.489 -5.342 -4.471
H: -1.174 -3.863 -3.820
H: -2.693 -5.897 -5.536
H: -2.172 -4.286 -6.014
H: -3.421 -4.486 -4.772

Forces on atoms 1 to 3 (eV/Å):
-0.53 0.11 0.35
0.73 -0.49 -0.30
0.04 0.02 0.11

Calculated values
- LUMO: -3.7713 eV
- HOMO: -0.4188 Ha
- DFT total energy: -2423.4456 a.u.
- Total charge: +1

Record 2
ORCA calculation (ωB97M-V/def2-TZVPD) on C21H31HoNP2S as an isolated structure in a non-equilibrium geometry.

Atoms and positions in Å:
C: -1.578 3.053 -2.840
C: -1.378 1.794 -2.269
C: -0.014 1.287 -2.291
C: 1.011 2.272 -2.112
C: 0.783 3.563 -2.600
C: -0.490 3.914 -3.047
C: 2.242 1.813 -1.475
C: 2.587 0.451 -1.890
C: 1.494 -0.456 -2.078
C: 1.769 -1.860 -1.817
C: 3.056 -2.303 -2.104
C: 4.114 -1.388 -2.274
C: 3.886 -0.031 -2.073
H: -2.588 3.375 -3.097
H: 1.616 4.263 -2.674
H: -0.652 4.884 -3.522
H: 3.075 2.530 -1.388
H: 3.250 -3.382 -2.161
H: 5.107 -1.757 -2.527
H: 4.721 0.680 -2.106
N: 0.288 -0.012 -2.551
Ho: 0.653 0.759 1.251
C: -2.446 1.004 -1.561
H: -2.434 -0.036 -1.928
H: -3.439 1.459 -1.689
C: 0.681 -2.712 -1.210
H: -0.236 -2.611 -1.819
H: 1.004 -3.764 -1.136
P: -2.041 0.923 0.279
P: 0.238 -2.067 0.515
C: 1.495 -3.051 1.434
H: 1.280 -2.995 2.508
H: 1.475 -4.097 1.104
H: 2.481 -2.618 1.244
C: -1.223 -3.152 0.777
H: -0.932 -4.211 0.792
H: -1.679 -2.895 1.740
H: -1.961 -2.991 -0.018
C: -2.651 2.590 0.733
H: -3.703 2.707 0.429
H: -2.571 2.735 1.821
H: -2.045 3.360 0.235
C: -3.445 -0.102 0.851
H: -3.437 -0.163 1.947
H: -4.402 0.335 0.529
H: -3.362 -1.120 0.448
H: 1.965 1.620 0.172
H: 2.327 -0.094 1.125
C: 0.763 -0.955 4.400
S: 0.153 0.633 3.761
C: -1.620 0.605 4.065
H: 1.634 -1.275 3.841
H: -0.029 -1.687 4.370
H: 1.029 -0.678 5.410
H: -2.029 -0.389 3.903
H: -1.659 0.891 5.116
H: -2.129 1.348 3.453

Forces on atoms 1 to 3 (eV/Å):
-0.06 -0.79 0.96
0.51 0.49 -0.96
0.37 -0.09 -0.67

Calculated values
- LUMO (alpha / beta): -3.4487 / -3.3514 eV
- HOMO (alpha / beta): -0.3373 / -0.3373 Ha
- DFT total energy: -2902.1429 a.u.
- Spin multiplicity: 5
- Energy relative to the best compared isomer or geometry (same formula, charge and spin): 3.226 eV
- Total charge: +1